Below is 11 unconnected molecules or ions with the total composition C44H88O11, with properties calculated with the ωB97M-V functional and the def2-TZVPD basis.

The geometry in XYZ format:
```
143
Properties=species:S:1:pos:R:3:forces:R:3
O -3.9524 1.6451 -7.0073 0.33 -0.75 -1.21
O -3.4693 -2.7777 6.8719 -1.68 0.80 -0.07
O 0.2967 1.5775 -1.1713 -0.18 0.53 -1.00
O -7.7365 6.0109 2.2441 -0.02 1.17 -0.14
O 4.3774 8.9552 -2.1394 -0.13 0.78 1.12
O -8.6580 -1.8290 1.6996 -1.35 -0.31 1.61
O 0.6905 5.9066 4.7083 1.55 1.33 1.14
O 9.7392 -0.1161 0.9824 0.64 0.60 0.82
O 4.9872 -5.7917 2.3736 2.43 -0.44 -2.21
O 6.0691 -6.8858 -4.6693 -0.01 -0.44 0.19
O -3.1244 -7.1515 -2.8379 0.88 0.73 0.16
C 9.4906 2.2293 1.0483 0.56 0.21 -0.36
C 5.1445 -7.3627 4.1374 0.16 0.33 0.75
C -5.4971 2.5161 -5.4914 0.72 -0.53 0.72
C -1.6766 -4.1264 6.3753 1.16 0.25 -1.02
C -7.6437 -2.3949 2.5383 1.31 0.73 -0.91
C 5.6654 -7.0361 2.7497 -1.60 0.10 -0.51
C -3.1670 -4.1518 6.6655 1.69 0.03 0.13
C -2.4034 -1.8379 6.5712 0.67 -2.26 1.29
C -7.7835 4.9243 0.1240 0.70 -0.48 0.24
C 1.4202 0.9116 -1.8263 -0.07 1.77 2.08
C 8.3371 0.1696 1.2262 0.74 0.27 -1.01
C 3.8876 -5.5689 3.1470 -0.46 -0.10 0.78
C 4.7381 10.0908 -4.1314 -0.68 1.58 -0.36
C 4.2399 7.9768 -3.1404 -0.47 0.34 0.15
C -8.6698 6.0991 0.1205 -1.46 1.35 -0.57
C -6.9068 -2.0275 0.2777 -0.34 -0.67 -1.75
C 8.1276 1.5996 0.7273 0.59 -0.11 -0.70
C 10.5233 1.1124 0.7705 -2.24 -0.26 0.48
C -8.1377 6.9725 1.2578 -0.32 -0.41 -0.47
C -0.5001 5.4817 5.3252 0.14 -0.19 -0.59
C 6.6479 -6.4599 -5.9307 -1.06 0.56 1.44
C 4.8695 8.6090 -4.3763 0.43 -0.90 0.28
C 0.6821 5.7131 3.3232 -1.37 -0.33 0.42
C 1.5658 -0.3518 -1.0325 0.05 -1.26 0.11
C -0.4845 0.6224 -0.4447 -0.19 1.33 -1.12
C -4.0846 3.0002 -5.1100 -0.30 0.93 -0.64
C -1.7350 -6.0206 -1.2535 -0.02 0.54 0.65
C 5.7027 -5.3128 -6.3675 -0.47 -0.66 -0.74
C 4.3623 -6.0834 4.4604 -0.56 -0.15 1.83
C -0.7914 5.9797 2.9897 0.48 0.83 -0.92
C -8.4312 -2.0883 0.3338 0.90 1.08 0.50
C -2.0409 -6.1827 -2.7422 0.24 -0.03 0.88
C -3.1793 2.0912 -5.9357 -0.16 0.54 1.90
C -1.5232 5.3748 4.1615 -0.15 -1.08 0.97
C -7.4395 4.8036 1.5952 0.02 -1.39 0.22
C 0.5408 -0.2892 0.1144 -0.44 -0.85 0.19
C -2.1618 -7.3095 -0.6341 -1.06 -0.78 -0.42
C -5.3049 2.0595 -6.9322 -0.12 0.91 0.80
C -1.1893 -2.7572 6.8571 0.06 0.68 -0.44
C 5.4990 -5.7571 -3.9681 0.81 -0.57 -1.39
C 4.2576 10.2802 -2.6973 0.97 -1.42 0.27
C -3.3614 -7.6926 -1.5470 0.87 -0.44 0.98
C -6.5254 -2.7120 1.5483 1.05 -0.59 0.22
C 4.9061 -4.9331 -5.1150 0.03 0.88 0.78
H -6.2915 3.2519 -5.3671 0.08 -0.11 0.08
H 9.5256 2.5764 2.0810 0.10 -0.22 0.13
H 4.7852 -6.0930 -3.2159 0.01 -0.22 -0.24
H -7.3097 7.5948 0.9183 0.30 0.01 0.13
H 8.0128 1.5826 -0.3565 -0.10 0.01 -0.11
H 10.8423 1.0803 -0.2713 0.12 0.18 0.02
H -1.3551 -8.0411 -0.6803 -0.12 -0.17 -0.05
H -6.4779 -3.7876 1.3786 0.09 -0.08 0.03
H 3.5139 -6.2161 5.1319 0.17 -0.22 0.34
H 3.1771 7.7484 -3.2194 -0.20 -0.20 -0.44
H -4.2737 -7.3003 -1.0975 -0.23 0.13 -0.23
H -8.0633 4.0302 2.0434 0.03 -0.16 0.20
H 0.0523 -1.2376 0.3382 0.38 -0.34 -0.03
H -1.5252 -4.1490 5.2961 0.04 -0.10 -0.18
H -1.1212 1.1633 0.2554 0.31 0.09 0.21
H 3.2450 10.6815 -2.7398 -0.27 -0.30 0.55
H -8.2634 4.0217 -0.2544 0.30 0.03 -0.17
H 4.9789 -3.8705 -4.8833 0.02 0.11 -0.06
H -3.8623 2.9904 -4.0430 -0.11 -0.10 -0.06
H -0.7906 6.1598 6.1276 0.09 0.31 -0.18
H -2.4227 -1.4282 5.5613 -0.20 -0.30 -0.20
H 2.2446 1.5872 -1.5983 0.18 0.06 -0.39
H -6.4652 -1.0363 0.1748 -0.49 0.20 0.19
H -3.2994 -4.8047 7.5282 -0.56 0.65 0.61
H 7.8704 -0.6035 0.6158 -0.59 0.19 0.27
H -3.4174 -8.7811 -1.5608 -0.31 -0.03 -0.49
H -0.9829 7.0527 2.9843 0.24 0.20 0.10
H 3.8426 -5.1381 -5.2374 0.08 -0.17 -0.03
H -8.8541 -3.0455 0.0288 0.13 -0.19 -0.11
H -1.0659 -4.9359 6.7752 -0.30 -0.10 0.19
H 7.2581 2.1116 1.1394 0.17 -0.04 0.20
H -8.9205 7.6224 1.6491 0.14 -0.06 0.27
H -0.9325 -2.7823 7.9161 -0.28 0.13 0.10
H 4.4579 8.2305 -5.3120 -0.03 0.20 0.02
H -8.8866 -1.2756 -0.2320 -0.21 -0.13 0.01
H -1.0166 5.6751 1.9677 -0.41 -0.53 0.20
H -2.8488 1.3022 -5.2601 -0.04 -0.73 -0.38
H -6.3983 4.5073 1.7224 0.15 0.15 0.23
H 11.3765 1.2548 1.4338 0.03 -0.66 0.08
H 1.4147 6.3624 2.8438 -0.11 -0.05 0.09
H 3.6299 -4.5099 3.1604 0.20 0.09 -0.06
H 5.9105 8.2925 -4.3115 0.16 0.25 -0.39
H 7.6635 -6.1097 -5.7463 0.16 0.08 -0.11
H -2.5155 -7.2310 0.3939 0.23 0.07 0.05
H 6.7485 -6.9399 2.6729 -0.22 0.31 -0.09
H 1.2920 -1.1214 -1.7542 0.24 -0.69 0.53
H 5.6354 10.6790 -4.3237 0.01 -0.22 -0.19
H -6.6047 -2.5850 -0.6089 0.43 -0.06 -0.02
H -0.3103 -2.3763 6.3373 0.16 -0.31 -0.11
H 6.6661 -7.3498 -6.5599 -0.04 0.24 -0.11
H -6.8810 5.1917 -0.4256 0.02 -0.38 -0.28
H -2.2719 2.6476 -6.1701 -0.04 -0.11 -0.84
H -5.9927 1.2785 -7.2563 0.29 -0.20 0.07
H 4.9617 -5.6891 -7.0728 0.17 -0.24 -0.19
H -7.2873 -1.6312 3.2295 -0.40 0.18 0.10
H -5.4921 2.9417 -7.5444 0.21 0.02 -0.52
H -9.7138 5.8671 0.3308 -0.03 -0.33 0.22
H -2.4233 -1.0151 7.2858 -0.43 -0.08 -0.02
H 5.2901 -7.8184 2.0900 0.40 0.01 -0.44
H -1.1744 0.1699 -1.1570 -0.05 -0.61 -0.04
H 1.3693 0.7870 -2.9080 -0.61 -0.02 0.04
H -1.1250 -6.5222 -3.2259 -0.27 -0.31 -0.48
H 7.9976 0.1222 2.2609 0.51 -0.42 0.29
H -2.3537 -5.2265 -0.8357 0.07 0.23 -0.03
H 5.0495 -5.3645 4.9065 -0.09 0.14 0.02
H 5.9771 -7.5442 4.8171 -0.10 0.20 0.20
H 0.9150 0.0904 1.0652 0.34 0.15 -0.21
H -0.6979 -5.8415 -0.9699 0.07 0.39 -0.50
H -3.9159 4.0127 -5.4769 -0.20 0.26 0.15
H 6.1690 -4.4870 -6.9048 0.30 0.05 0.41
H 2.5639 -0.5017 -0.6208 0.03 -0.18 -0.38
H 4.7699 7.0832 -2.8105 -0.07 0.00 0.01
H -5.6366 1.6574 -4.8347 -0.65 -0.13 -0.06
H -2.4745 5.8307 4.4359 0.07 0.11 -0.29
H 9.8004 3.0750 0.4344 -0.53 0.24 -0.09
H -1.6949 4.3047 4.0447 -0.24 -0.02 -0.40
H 3.8993 10.5489 -4.6553 0.39 -0.17 -0.98
H -3.7099 -4.6567 5.8664 -0.32 0.59 -0.29
H -7.8183 -3.2973 3.1241 -1.08 0.00 -0.15
H -0.2460 4.5360 5.8039 -0.55 -0.38 0.01
H 6.3207 -5.2600 -3.4525 -0.01 0.39 0.06
H 0.9037 4.6587 3.1581 0.25 -0.21 -0.58
H -5.5369 -2.3771 1.8625 -0.03 -0.16 0.30
H -8.7039 6.5425 -0.8746 0.17 0.48 0.11
H 3.0004 -6.1017 2.8047 -0.25 -0.32 -0.20
H 4.8891 10.9221 -2.0831 -0.11 0.05 -0.05
H 4.5217 -8.2544 4.2087 -0.10 0.05 -0.40
H -2.3064 -5.1938 -3.1159 -0.35 -0.30 -0.52
```
Forces are in eV/Å.

Summary:
total charge: 0
gap between HOMO and LUMO: 9.30 eV
relative energy (zero: lowest compared OMol25 entry of this formula, charge and spin): 315.2 kJ/mol
SMILES: C1CCOC1.C1CCOC1.C1CCOC1.C1CCOC1.C1CCOC1.C1CCOC1.C1CCOC1.C1CCOC1.C1CCOC1.C1CCOC1.C1CCOC1

Atom charges from the Mulliken analysis, given in e for atoms 1 to 8: O -0.406; O -0.416; O -0.412; O -0.394; O -0.399; O -0.424; O -0.414; O -0.411

Below is C4H12N2O in the gas phase, with properties calculated with the ωB97M-V functional and the def2-TZVPD basis.

The geometry in XYZ format:
```
19
Properties=species:S:1:pos:R:3:forces:R:3
O 1.8093 -1.1058 2.8881 0.12 -0.76 0.59
N -0.0284 -0.7954 -0.4622 0.71 -1.41 2.30
N -2.4449 0.7887 -1.2166 -0.10 -1.20 0.52
C 0.0229 0.2060 -1.5709 0.50 0.55 1.51
C 0.2941 -0.5383 1.0286 -1.52 2.04 -1.23
C 1.7816 -0.9991 1.5026 -0.66 0.05 -1.08
C -1.0741 1.3156 -1.4402 -0.23 -0.99 0.64
H 2.5862 -0.2529 1.2113 -0.96 -0.94 -0.37
H 1.5482 -0.2554 3.1854 -0.30 1.13 1.00
H -2.5028 0.0210 -0.4655 0.29 1.93 -1.60
H -0.0251 0.5795 0.9721 1.71 -1.15 1.11
H 0.5374 -1.6352 -0.6337 -0.64 0.58 -0.85
H 1.0116 0.7280 -1.7081 -0.67 -0.25 0.41
H -0.0567 -0.4566 -2.3828 -0.55 -0.39 -1.54
H -3.1722 1.5135 -1.0998 0.94 -0.71 0.13
H -0.7431 1.7938 -0.5192 0.10 0.89 -0.09
H -0.5264 -0.8744 1.8223 1.73 -0.31 -1.93
H 2.0525 -2.0720 1.1890 -0.60 1.75 -0.34
H -1.0702 2.0390 -2.3004 0.12 -0.81 0.84
```
Forces are in eV/Å.

Summary:
total charge: 0
gap between HOMO and LUMO: 9.61 eV
relative energy (zero: lowest compared OMol25 entry of this formula, charge and spin): 317.6 kJ/mol
SMILES: NCCNCCO

Atom charges from the Mulliken analysis, given in e for atoms 1 to 8: O -0.514; N -0.355; N -0.599; C -0.553; C -0.435; C -0.337; C -0.391; H 0.218

Below is 8 unconnected molecules or ions with the total composition C22H60O8, with properties calculated with the ωB97M-V functional and the def2-TZVPD basis.

The geometry in XYZ format:
```
90
Properties=species:S:1:pos:R:3:forces:R:3
O -3.5887 -3.6582 -3.0945 -7.62 -0.82 -6.02
O 3.5233 2.1098 2.7285 0.24 6.91 -4.70
O 0.8973 4.7568 1.7105 5.09 7.36 -4.22
O -0.7317 0.1868 -4.2525 6.20 -2.61 -7.01
O -0.5217 -0.9062 2.4725 -0.51 1.00 -1.12
O -4.3917 4.0458 0.0345 -0.67 6.34 -4.79
O 3.4763 1.6828 -1.8375 3.65 4.30 -7.89
O 2.5743 -2.7032 -0.9475 5.25 6.31 5.62
C 4.9113 0.3238 3.2985 -0.47 0.81 0.17
C -1.4767 -0.2782 -2.2495 -2.24 -0.33 2.78
C 1.6303 0.4408 -0.9305 -0.31 0.34 -0.14
C 3.5553 1.0548 3.3855 1.54 -8.89 4.57
C 4.0253 -0.0782 -0.5415 -1.03 -0.16 1.11
C 0.8353 -4.1422 -0.2225 1.35 -0.78 0.04
C -2.9367 -3.2992 -0.9035 1.30 -0.24 1.01
C 3.0303 1.0288 -0.8705 -1.62 -4.18 6.72
C -1.3007 0.7348 -3.2725 -3.40 4.48 5.18
C 1.2043 -3.2902 -2.4985 -2.24 -0.59 -1.94
C -2.3467 -5.2952 -2.2705 1.50 0.02 2.72
C -3.0617 2.1798 0.3975 -0.01 -0.48 -0.94
C 1.8803 -3.6902 -1.2355 -5.00 -6.96 -4.07
C 2.5013 0.0128 3.0565 -1.23 0.55 0.83
C -3.7107 3.8318 2.1235 -1.55 -1.28 2.02
C -4.1287 3.1228 0.8555 0.15 -4.96 5.42
C 0.2193 3.7808 2.0735 -4.16 -6.66 4.06
C -0.9027 -1.0862 1.0935 -0.17 -2.18 1.14
C 0.5193 2.4998 1.3455 0.13 1.08 -1.08
C 0.5593 3.5548 3.5455 0.82 -2.24 0.08
C -2.6647 -3.8432 -2.2805 5.90 0.01 4.32
C -2.6197 1.4338 -3.6025 0.17 -0.36 1.06
H -1.6757 -5.5242 -1.4225 -0.35 0.08 -0.10
H 3.4203 1.2348 4.4475 -0.08 0.09 0.86
H -0.6937 1.5218 -2.8125 0.27 0.36 0.03
H -0.8397 4.0358 1.9895 -0.56 -0.68 0.04
H 2.7513 -2.1952 -1.7025 0.68 1.25 -1.24
H -3.0927 -2.2142 -0.8275 -0.55 -0.37 -0.30
H 0.2223 2.6048 0.3265 -1.08 -0.14 -0.83
H -0.0287 -4.6382 -0.6675 0.48 -0.23 -0.13
H 2.7343 2.5518 3.0125 -0.59 0.97 -0.41
H 0.2673 0.2518 -4.1065 -2.09 -0.42 -0.72
H -1.5567 -0.3182 0.7865 -0.58 0.99 -0.09
H 1.3953 -4.8172 0.4415 -0.83 0.27 0.45
H 1.5583 2.3768 1.1345 1.10 -0.13 0.80
H 2.4443 -0.2532 2.0105 -0.12 0.18 -0.36
H -2.9197 2.1128 -2.8165 -0.14 -0.25 0.70
H -3.3897 0.7328 -3.8045 -0.90 -0.85 0.04
H 1.5423 0.4158 3.4525 0.21 -0.56 -0.70
H -4.5897 4.4028 2.5045 0.89 0.09 -0.36
H -1.8427 -3.2622 -2.6785 1.58 -0.07 0.33
H 0.5953 -2.3812 -2.4525 0.09 0.00 0.58
H 5.1633 0.1418 2.2805 0.30 -0.01 -1.00
H -1.7847 -5.6192 -3.0765 0.68 -0.52 -2.10
H 4.4403 1.4918 -1.9195 -1.17 0.67 -0.32
H 0.2813 2.5268 3.7975 0.09 0.06 0.44
H -2.9847 1.3138 1.0565 0.17 0.07 -0.08
H -5.0727 2.5208 1.0265 0.80 0.09 0.42
H 2.7343 -0.8842 3.6105 -0.10 -0.35 0.24
H 0.7823 1.0968 -1.1825 0.66 0.18 -0.23
H -2.6317 2.0788 -4.4145 0.74 1.04 -1.99
H -3.2027 -5.8912 -2.1215 -1.23 -0.64 -0.05
H 4.9973 0.3458 -0.3405 0.27 0.30 0.94
H -3.6707 -3.9242 -0.4205 -0.68 0.22 0.32
H -3.4737 3.1208 2.9505 0.05 0.33 -0.64
H 0.0973 4.1838 4.2495 -0.68 1.15 0.78
H -2.1057 2.6948 0.2715 0.00 -0.11 0.16
H 0.4503 -3.2652 0.2385 -0.15 0.63 0.88
H 0.4513 5.5098 2.0735 0.35 1.20 -0.04
H 0.1023 1.6518 1.8295 -0.39 -0.81 0.17
H -3.4017 1.8758 -0.6005 0.36 -0.44 0.08
H 0.1463 -1.5492 2.6525 0.70 -0.58 0.31
H 1.4513 0.1978 0.1095 -0.27 -0.59 0.08
H -3.7797 -2.7632 -3.2085 -0.65 2.17 -0.41
H -0.5827 -0.7702 -2.0365 1.73 -0.45 0.59
H 2.5343 -4.5352 -1.5685 -0.45 -0.38 0.61
H 3.5933 -0.7362 0.2285 0.89 0.11 -0.20
H -1.8987 0.1488 -1.3195 0.23 -0.29 -0.26
H 1.9743 -3.0762 -3.2055 0.65 0.12 -0.93
H 1.6683 3.6678 3.6655 -0.93 0.07 -0.01
H -0.1087 -1.2082 0.3695 0.61 0.44 0.12
H -2.0057 -3.4512 -0.3485 -0.10 -0.05 0.16
H -2.8457 4.4188 1.9235 0.45 0.79 -0.10
H 4.2313 -0.6072 -1.4235 -0.13 -1.33 -1.47
H 5.6453 0.9518 3.7545 0.83 0.36 0.17
H 3.0953 1.6418 0.0135 -0.61 0.51 1.02
H 4.9183 -0.6342 3.7895 -0.21 -0.25 0.39
H -1.4397 -2.0482 1.0485 -0.17 0.42 -0.14
H -5.0147 3.8118 -0.6205 -0.84 -0.39 -1.14
H -2.1097 -1.0982 -2.5375 -0.72 -0.15 -0.55
H 0.5293 -4.0262 -2.9615 0.35 -0.06 0.17
H 1.5663 -0.4512 -1.5625 0.05 0.11 0.15
```
Forces are in eV/Å.

Summary:
total charge: 0
gap between HOMO and LUMO: 10.04 eV
relative energy (zero: lowest compared OMol25 entry of this formula, charge and spin): 815.4 kJ/mol
SMILES: CC(C)O.CC(C)O.CC(C)O.CC(C)O.CC(C)O.CC(C)O.CC(C)O.CO

Atom charges from the Mulliken analysis, given in e for atoms 1 to 8: O -0.559; O -0.524; O -0.574; O -0.607; O -0.626; O -0.546; O -0.575; O -0.365